Formula: C56H48BrNO19P
Source: OMol25
Level of theory: ωB97M-V/def2-TZVPD

Atoms and positions in Å:
O 0.066 9.718 -1.949
N -0.594 8.730 -2.289
O -0.805 8.050 -1.138
C -1.674 6.860 -1.396
P -0.816 5.406 -0.439
O 0.648 6.311 -0.841
C 1.638 5.352 -1.400
C 3.109 6.046 -1.178
C 3.306 7.499 -1.914
C 3.502 7.384 -3.558
Br 1.788 7.187 -4.573
C 1.294 3.940 -0.635
C 2.503 3.058 0.040
C 2.693 1.553 -0.583
O 2.635 0.518 0.298
C 2.994 1.169 -2.148
C 2.485 1.987 -3.474
C 2.817 1.468 -5.028
C 3.682 0.080 -5.227
C 4.250 -0.760 -3.928
C 3.898 -0.208 -2.420
O 0.108 4.062 0.265
H -2.772 7.059 -1.034
H -1.632 6.701 -2.574
H -1.028 5.989 0.868
H -2.107 4.763 -0.163
H -0.950 4.728 -1.708
H 1.221 5.183 -2.481
H 3.913 5.240 -1.500
H 3.229 6.212 -0.003
H 4.341 7.937 -1.511
H 2.487 8.279 -1.595
H 4.045 8.388 -3.889
H 4.242 6.491 -3.817
H 0.865 3.171 -1.439
H 2.216 2.931 1.192
H 3.556 3.572 0.032
H 1.862 2.972 -3.368
H 2.402 2.068 -5.963
H 3.870 -0.279 -6.330
H 4.891 -1.746 -4.063
H 4.301 -0.816 -1.497
C 0.421 12.740 2.751
C -0.398 11.748 3.113
C -0.680 10.617 2.206
O -1.431 9.710 2.536
C -0.020 10.625 0.885
C 0.799 11.617 0.523
C 1.081 12.747 1.430
O 1.833 13.654 1.100
H 0.638 13.576 3.403
H -0.889 11.727 4.078
H -0.237 9.788 0.232
H 1.290 11.637 -0.442
C 2.540 -4.238 0.216
C 3.267 -3.317 -0.423
C 4.198 -3.691 -1.506
O 4.865 -2.848 -2.090
C 4.293 -5.122 -1.856
C 3.565 -6.044 -1.217
C 2.635 -5.670 -0.134
O 1.967 -6.512 0.450
H 1.853 -3.981 1.013
H 3.208 -2.263 -0.178
H 4.979 -5.380 -2.653
H 3.624 -7.098 -1.462
C 3.220 1.761 5.573
C 2.400 0.769 5.934
C 2.119 -0.361 5.028
O 1.367 -1.269 5.357
C 2.778 -0.354 3.707
C 3.598 0.638 3.345
C 3.879 1.769 4.252
O 4.631 2.676 3.922
H 3.436 2.598 6.225
H 1.909 0.749 6.900
H 2.562 -1.191 3.054
H 4.089 0.659 2.379
C -5.158 11.935 1.760
C -4.060 12.604 2.124
C -3.403 13.556 1.207
O -2.397 14.167 1.539
C -4.008 13.742 -0.127
C -5.107 13.073 -0.491
C -5.763 12.121 0.426
O -6.770 11.510 0.094
H -5.652 11.233 2.420
H -3.605 12.479 3.099
H -3.515 14.445 -0.787
H -5.562 13.198 -1.466
C 0.563 -8.633 -1.782
C -0.256 -9.625 -1.420
C -0.538 -10.755 -2.327
O -1.289 -11.662 -1.997
C 0.122 -10.747 -3.648
C 0.941 -9.755 -4.009
C 1.223 -8.625 -3.103
O 1.974 -7.718 -3.432
H 0.780 -7.796 -1.129
H -0.747 -9.645 -0.454
H -0.095 -11.584 -4.300
H 1.432 -9.735 -4.975
C -6.911 -12.353 -1.858
C -7.152 -13.295 -0.941
C -6.065 -13.859 -0.117
O -6.284 -14.722 0.721
C -4.701 -13.340 -0.344
C -4.460 -12.398 -1.261
C -5.548 -11.835 -2.085
O -5.328 -10.971 -2.924
H -7.697 -11.930 -2.471
H -8.147 -13.686 -0.762
H -3.915 -13.763 0.269
H -3.465 -12.007 -1.441
C -3.936 -14.251 3.643
C -4.069 -14.245 4.973
C -3.250 -13.356 5.820
O -3.369 -13.351 7.037
C -2.280 -12.473 5.141
C -2.148 -12.479 3.811
C -2.966 -13.368 2.964
O -2.847 -13.373 1.746
H -4.528 -14.897 3.006
H -4.776 -14.886 5.485
H -1.688 -11.827 5.777
H -1.441 -11.838 3.298

## Properties
charge = -1
orbital gap = 3.710 eV
electronic energy = -6561.63378 Eh
HOMO level = -4.7 eV
spin multiplicity = 1

These are the Löwdin partial charges, in e, on atoms 1 to 99: number 1, O, carries -0.09; number 2, N, carries -0.02; number 3, O, carries -0.23; number 4, C, carries -0.28; number 5, P, carries 0.47; number 6, O, carries -0.38; number 7, C, carries -0.30; number 8, C, carries -0.15; number 9, C, carries -0.25; number 10, C, carries -0.59; number 11, Br, carries 0.53; number 12, C, carries -0.30; number 13, C, carries -0.06; number 14, C, carries -0.20; number 15, O, carries -0.10; number 16, C, carries -0.05; number 17, C, carries 0.00; number 18, C, carries -0.06; number 19, C, carries -0.08; number 20, C, carries -0.06; number 21, C, carries 0.01; number 22, O, carries -0.36; number 23, H, carries 0.09; number 24, H, carries 0.10; number 25, H, carries 0.01; number 26, H, carries -0.03; number 27, H, carries 0.00; number 28, H, carries 0.10; number 29, H, carries 0.11; number 30, H, carries 0.14; number 31, H, carries 0.11; number 32, H, carries 0.11; number 33, H, carries 0.07; number 34, H, carries 0.08; number 35, H, carries 0.12; number 36, H, carries 0.14; number 37, H, carries 0.12; number 38, H, carries 0.07; number 39, H, carries 0.09; number 40, H, carries 0.07; number 41, H, carries 0.08; number 42, H, carries 0.07; number 43, C, carries 0.01; number 44, C, carries 0.00; number 45, C, carries -0.38; number 46, O, carries 0.10; number 47, C, carries 0.03; number 48, C, carries 0.03; number 49, C, carries -0.39; number 50, O, carries 0.08; number 51, H, carries 0.12; number 52, H, carries 0.12; number 53, H, carries 0.09; number 54, H, carries 0.12; number 55, C, carries 0.03; number 56, C, carries 0.04; number 57, C, carries -0.35; number 58, O, carries 0.05; number 59, C, carries 0.03; number 60, C, carries 0.01; number 61, C, carries -0.38; number 62, O, carries 0.08; number 63, H, carries 0.12; number 64, H, carries 0.11; number 65, H, carries 0.12; number 66, H, carries 0.11; number 67, C, carries 0.02; number 68, C, carries 0.02; number 69, C, carries -0.39; number 70, O, carries 0.09; number 71, C, carries 0.02; number 72, C, carries 0.02; number 73, C, carries -0.38; number 74, O, carries 0.10; number 75, H, carries 0.12; number 76, H, carries 0.12; number 77, H, carries 0.12; number 78, H, carries 0.11; number 79, C, carries 0.03; number 80, C, carries 0.02; number 81, C, carries -0.38; number 82, O, carries 0.09; number 83, C, carries 0.02; number 84, C, carries 0.02; number 85, C, carries -0.38; number 86, O, carries 0.10; number 87, H, carries 0.12; number 88, H, carries 0.12; number 89, H, carries 0.12; number 90, H, carries 0.12; number 91, C, carries 0.03; number 92, C, carries 0.03; number 93, C, carries -0.37; number 94, O, carries 0.09; number 95, C, carries 0.03; number 96, C, carries 0.02; number 97, C, carries -0.37; number 98, O, carries 0.10; number 99, H, carries 0.10

***

Formula: C56H49N7O2PPbS
Source: OMol25
Level of theory: ωB97M-V/def2-TZVPD

Atoms and positions in Å:
Pb 0.258 -0.562 -0.612
C -5.360 -5.421 -1.731
C -5.041 -4.890 -2.972
C -4.051 -3.926 -3.087
C -3.372 -3.475 -1.955
C -3.708 -4.008 -0.710
C -4.686 -4.983 -0.601
P -2.084 -2.161 -2.019
C -2.392 -1.549 -3.716
C -3.528 -0.755 -3.885
C -3.875 -0.286 -5.141
C -3.086 -0.603 -6.240
C -1.953 -1.382 -6.075
C -1.604 -1.857 -4.818
C -0.534 -3.117 -2.237
C -0.482 -4.441 -2.677
C 0.727 -5.118 -2.708
C 1.895 -4.486 -2.310
C 1.860 -3.171 -1.858
C 0.650 -2.509 -1.817
H -6.135 -6.172 -1.645
H -5.571 -5.221 -3.856
H -3.808 -3.528 -4.063
H -3.204 -3.645 0.178
H -4.936 -5.392 0.370
H -4.156 -0.541 -3.026
H -4.754 0.335 -5.267
H -3.352 -0.245 -7.226
H -1.331 -1.628 -6.926
H -0.724 -2.474 -4.694
H -1.397 -4.937 -2.975
H 0.759 -6.150 -3.032
H 2.838 -5.018 -2.324
H 2.775 -2.700 -1.525
C 1.234 4.945 4.212
C -0.194 4.511 4.404
C -1.013 5.159 5.318
C -2.333 4.778 5.509
C -2.861 3.754 4.744
C -2.070 3.105 3.807
C -0.730 3.457 3.654
N 0.128 2.838 2.717
C -0.029 1.664 2.018
N -0.631 0.689 2.733
C -0.967 -0.642 2.475
C -0.705 -1.324 1.299
C -0.981 -2.676 1.180
C -1.552 -3.367 2.235
C -1.856 -2.682 3.400
C -1.576 -1.333 3.542
C -1.912 -0.630 4.832
N 0.499 1.532 0.837
C 1.031 2.706 0.227
C 2.411 2.759 0.035
C 3.009 3.803 -0.649
C 2.223 4.833 -1.139
C 0.863 4.833 -0.878
C 0.242 3.806 -0.171
C -1.210 3.962 0.197
H 1.481 5.746 4.905
H 1.410 5.322 3.199
H 1.927 4.118 4.388
H -0.607 5.982 5.893
H -2.947 5.293 6.236
H -3.897 3.463 4.859
H -2.521 2.363 3.161
H 0.819 3.455 2.319
H -0.836 0.976 3.676
H -0.732 -3.212 0.272
H -1.751 -4.427 2.144
H -2.315 -3.211 4.226
H -2.379 -1.330 5.520
H -2.614 0.192 4.676
H -1.020 -0.232 5.327
H 3.010 1.970 0.464
H 4.081 3.812 -0.802
H 2.671 5.653 -1.686
H 0.261 5.671 -1.209
H -1.752 4.481 -0.592
H -1.305 4.573 1.098
H -1.698 3.010 0.385
N 4.747 -1.037 0.977
C 4.891 -1.353 2.343
C 6.143 -1.285 2.929
C 6.307 -1.616 4.269
C 5.212 -1.993 5.022
C 3.950 -2.037 4.440
C 3.790 -1.728 3.104
S 2.163 -1.808 2.373
N 2.408 -1.229 0.810
C 3.553 -0.951 0.319
C 3.633 -0.453 -1.079
C 4.811 -0.554 -1.810
C 4.908 0.092 -3.034
C 3.830 0.834 -3.473
C 2.666 0.820 -2.721
N 2.553 0.168 -1.569
H 5.561 -0.667 0.522
H 6.993 -0.973 2.333
H 7.293 -1.578 4.710
H 5.331 -2.252 6.065
H 3.084 -2.321 5.027
H 5.635 -1.155 -1.452
H 5.816 0.014 -3.618
H 3.866 1.401 -4.393
H 1.792 1.339 -3.071
O -2.363 1.149 -0.467
C -1.892 1.467 -1.542
C -2.460 2.493 -2.512
C -1.444 2.517 -3.649
C -0.537 1.328 -3.360
O 0.269 0.857 -4.135
N -0.760 0.905 -2.070
H -2.575 3.450 -2.008
H -3.450 2.172 -2.831
H -0.810 3.407 -3.612
H -1.859 2.444 -4.650

## Properties
charge = +1
orbital gap = 7.046 eV
electronic energy = -3629.39728 Eh
HOMO level = -9.9 eV
spin multiplicity = 1

These are the natural (NBO) partial charges, in e, on atoms 1 to 99: number 1, Pb, carries 1.86; number 2, C, carries -0.20; number 3, C, carries -0.20; number 4, C, carries -0.21; number 5, C, carries -0.36; number 6, C, carries -0.14; number 7, C, carries -0.23; number 8, P, carries 0.88; number 9, C, carries -0.36; number 10, C, carries -0.22; number 11, C, carries -0.21; number 12, C, carries -0.20; number 13, C, carries -0.21; number 14, C, carries -0.14; number 15, C, carries -0.44; number 16, C, carries -0.20; number 17, C, carries -0.19; number 18, C, carries -0.21; number 19, C, carries -0.20; number 20, C, carries -0.25; number 21, H, carries 0.22; number 22, H, carries 0.22; number 23, H, carries 0.23; number 24, H, carries 0.21; number 25, H, carries 0.22; number 26, H, carries 0.22; number 27, H, carries 0.22; number 28, H, carries 0.22; number 29, H, carries 0.22; number 30, H, carries 0.21; number 31, H, carries 0.23; number 32, H, carries 0.22; number 33, H, carries 0.22; number 34, H, carries 0.19; number 35, C, carries -0.64; number 36, C, carries -0.07; number 37, C, carries -0.17; number 38, C, carries -0.22; number 39, C, carries -0.18; number 40, C, carries -0.29; number 41, C, carries 0.21; number 42, N, carries -0.64; number 43, C, carries 0.67; number 44, N, carries -0.60; number 45, C, carries 0.21; number 46, C, carries -0.42; number 47, C, carries -0.18; number 48, C, carries -0.25; number 49, C, carries -0.18; number 50, C, carries -0.06; number 51, C, carries -0.65; number 52, N, carries -0.63; number 53, C, carries 0.07; number 54, C, carries -0.23; number 55, C, carries -0.21; number 56, C, carries -0.21; number 57, C, carries -0.23; number 58, C, carries 0.05; number 59, C, carries -0.68; number 60, H, carries 0.23; number 61, H, carries 0.21; number 62, H, carries 0.22; number 63, H, carries 0.22; number 64, H, carries 0.22; number 65, H, carries 0.22; number 66, H, carries 0.23; number 67, H, carries 0.42; number 68, H, carries 0.43; number 69, H, carries 0.21; number 70, H, carries 0.23; number 71, H, carries 0.22; number 72, H, carries 0.24; number 73, H, carries 0.23; number 74, H, carries 0.22; number 75, H, carries 0.21; number 76, H, carries 0.22; number 77, H, carries 0.22; number 78, H, carries 0.22; number 79, H, carries 0.22; number 80, H, carries 0.23; number 81, H, carries 0.25; number 82, N, carries -0.61; number 83, C, carries 0.20; number 84, C, carries -0.24; number 85, C, carries -0.19; number 86, C, carries -0.20; number 87, C, carries -0.20; number 88, C, carries -0.23; number 89, S, carries 0.51; number 90, N, carries -0.68; number 91, C, carries 0.42; number 92, C, carries 0.15; number 93, C, carries -0.25; number 94, C, carries -0.13; number 95, C, carries -0.22; number 96, C, carries 0.10; number 97, N, carries -0.47; number 98, H, carries 0.41; number 99, H, carries 0.21

***

> Among the records above, which one has the highest electronic energy?

C56H49N7O2PPbS